Record 1
Here is one molecule with the formula C19H22N2O3 from OMol25. Energies are from ωB97M-V/def2-TZVPD.

Last columns: bonded neighbours and bond lengths (Å).
Atoms and positions in Å:
1 C -0.021 -1.271 -0.987  N2 1.443, H44 1.094, H45 1.087, H46 1.093
2 N -1.051 -0.377 -0.517  C1 1.443, C3 1.360, C24 1.447
3 C -1.301 -0.067 0.784  N2 1.360, O4 1.221, C5 1.486
4 O -2.289 0.579 1.093  C3 1.221
5 C -0.319 -0.521 1.803  C3 1.486, C6 1.391, C10 1.392
6 C -0.771 -1.195 2.933  C5 1.391, C7 1.377, H23 1.080
7 C 0.095 -1.571 3.935  C6 1.377, C8 1.404, H22 1.077
8 C 1.463 -1.264 3.867  C7 1.404, C9 1.404, N13 1.372
9 C 1.903 -0.547 2.743  C8 1.404, C10 1.379, H12 1.077
10 C 1.031 -0.191 1.736  C5 1.392, C9 1.379, H11 1.081
11 H 1.407 0.375 0.895  C10 1.081
12 H 2.935 -0.253 2.650  C9 1.077
13 N 2.337 -1.664 4.847  C8 1.372, C14 1.443, C18 1.443
14 C 3.701 -1.196 4.830  N13 1.443, H15 1.092, H16 1.097, H17 1.087
15 H 4.203 -1.516 3.914  C14 1.092
16 H 3.764 -0.103 4.901  C14 1.097
17 H 4.240 -1.624 5.672  C14 1.087
18 C 1.828 -2.226 6.075  N13 1.443, H19 1.093, H20 1.096, H21 1.087
19 H 1.285 -3.152 5.874  C18 1.093
20 H 1.159 -1.533 6.598  C18 1.096
21 H 2.659 -2.463 6.735  C18 1.087
22 H -0.304 -2.101 4.784  C7 1.077
23 H -1.822 -1.427 3.016  C6 1.080
24 C -1.964 0.147 -1.510  N2 1.447, H25 1.092, H26 1.095, C27 1.544
25 H -1.766 -0.345 -2.464  C24 1.092
26 H -2.995 -0.060 -1.207  C24 1.095
27 C -1.827 1.674 -1.689  C24 1.544, C28 1.531, O37 1.414, H43 1.093
28 C -0.365 2.101 -1.834  C27 1.531, H29 1.099, O30 1.410, H42 1.090
29 H -0.329 3.192 -1.960  C28 1.099
30 O 0.234 1.469 -2.944  C28 1.410, C31 1.374
31 C -0.546 1.526 -4.074  O30 1.374, C32 1.388, C36 1.399
32 C 0.043 1.245 -5.299  C31 1.388, C33 1.382, H41 1.079
33 C -0.701 1.313 -6.462  C32 1.382, C34 1.386, H40 1.079
34 C -2.038 1.672 -6.409  C33 1.386, C35 1.381, H39 1.079
35 C -2.638 1.934 -5.192  C34 1.381, C36 1.390, H38 1.078
36 C -1.905 1.851 -4.014  C31 1.399, C35 1.390, O37 1.371
37 O -2.550 2.093 -2.829  C27 1.414, C36 1.371
38 H -3.681 2.200 -5.123  C35 1.078
39 H -2.619 1.740 -7.316  C34 1.079
40 H -0.233 1.094 -7.409  C33 1.079
41 H 1.089 0.983 -5.314  C32 1.079
42 H 0.218 1.822 -0.956  C28 1.090
43 H -2.282 2.181 -0.833  C27 1.093
44 H -0.472 -2.074 -1.577  C1 1.094
45 H 0.502 -1.713 -0.144  C1 1.087
46 H 0.694 -0.737 -1.619  C1 1.093

Properties
ΔE to the lowest compared entry with this formula, charge and spin (kcal per mole): 45.9
Highest occupied orbital energy (eV): -7.80
Charge: 0
Gap between HOMO and LUMO (hartree): 0.3118
SMILES: CN(C[C@H]1COc2ccccc2O1)C(=O)c1ccc(N(C)C)cc1
Molecular weight (u): 326.40
E (eV): -29182.561
LUMO energy (eV): 0.681

Table of Löwdin atomic charges, one value per atom, all in e:
1. C -0.031
2. N -0.091
3. C -0.427
4. O 0.072
5. C -0.167
6. C -0.013
7. C -0.016
8. C -0.232
9. C -0.017
10. C -0.044
11. H 0.114
12. H 0.093
13. N -0.197
14. C -0.071
15. H 0.087
16. H 0.095
17. H 0.081
18. C -0.070
19. H 0.087
20. H 0.095
21. H 0.081
22. H 0.094
23. H 0.122
24. C -0.076
25. H 0.135
26. H 0.141
27. C -0.251
28. C -0.106
29. H 0.146
30. O -0.030
31. C -0.205
32. C -0.005
33. C -0.096
34. C -0.095
35. C -0.001
36. C -0.203
37. O 0.011
38. H 0.119
39. H 0.100
40. H 0.100
41. H 0.118
42. H 0.126
43. H 0.156
44. H 0.097
45. H 0.085
46. H 0.091

***

Record 2
Here is one molecule with the formula C19H22N2O7S from OMol25. Energies are from ωB97M-V/def2-TZVPD.

Last columns: bonded neighbours and bond lengths (Å).
Atoms and positions in Å:
1 C 2.910 -1.017 -5.925  C2 1.496, H49 1.090, H50 1.088, H51 1.087
2 C 2.518 -0.615 -4.538  C1 1.496, C3 1.393, C7 1.391
3 C 3.391 -0.832 -3.474  C2 1.393, C4 1.382, H48 1.080
4 C 3.031 -0.484 -2.185  C3 1.382, C5 1.382, H47 1.079
5 C 1.793 0.089 -1.961  C4 1.382, C6 1.380, S10 1.786
6 C 0.913 0.319 -2.999  C5 1.380, C7 1.385, H9 1.079
7 C 1.280 -0.034 -4.287  C2 1.391, C6 1.385, H8 1.080
8 H 0.598 0.145 -5.105  C7 1.080
9 H -0.037 0.783 -2.786  C6 1.079
10 S 1.320 0.465 -0.281  C5 1.786, O11 1.432, O12 1.436, N13 1.656
11 O 2.431 1.037 0.418  S10 1.432
12 O 0.063 1.160 -0.291  S10 1.436
13 N 1.015 -1.011 0.406  S10 1.656, H14 1.009, C15 1.450
14 H 1.817 -1.556 0.683  N13 1.009
15 C -0.042 -1.793 -0.205  N13 1.450, H16 1.095, C17 1.536, C22 1.541
16 H -0.423 -1.244 -1.073  C15 1.095
17 C 0.464 -3.177 -0.637  C15 1.536, O18 1.398, H20 1.095, H21 1.098
18 O 1.016 -3.876 0.441  C17 1.398, H19 0.972
19 H 0.298 -3.993 1.085  O18 0.972
20 H 1.257 -3.067 -1.383  C17 1.095
21 H -0.371 -3.732 -1.086  C17 1.098
22 C -1.178 -1.917 0.829  C15 1.541, O23 1.219, N24 1.334
23 O -1.493 -2.980 1.335  C22 1.219
24 N -1.740 -0.740 1.108  C22 1.334, H25 1.017, C26 1.441
25 H -1.370 0.103 0.676  N24 1.017
26 C -2.784 -0.582 2.089  N24 1.441, C27 1.519, H31 1.098, C32 1.547
27 C -3.867 0.313 1.513  C26 1.519, O28 1.199, O29 1.337
28 O -3.854 0.784 0.411  C27 1.199
29 O -4.868 0.510 2.377  C27 1.337, H30 0.971
30 H -5.544 1.084 1.982  O29 0.971
31 H -3.218 -1.574 2.272  C26 1.098
32 C -2.240 -0.020 3.424  C26 1.547, C33 1.503, H45 1.091, H46 1.090
33 C -1.471 1.249 3.184  C32 1.503, C34 1.389, C38 1.388
34 C -2.106 2.485 3.184  C33 1.389, C35 1.380, H44 1.081
35 C -1.412 3.639 2.882  C34 1.380, C36 1.391, H43 1.078
36 C -0.059 3.571 2.565  C35 1.391, C37 1.389, O41 1.360
37 C 0.590 2.343 2.589  C36 1.389, C38 1.380, H40 1.080
38 C -0.115 1.196 2.890  C33 1.388, C37 1.380, H39 1.080
39 H 0.399 0.246 2.886  C38 1.080
40 H 1.639 2.279 2.337  C37 1.080
41 O 0.595 4.720 2.250  C36 1.360, H42 0.965
42 H 1.499 4.506 1.988  O41 0.965
43 H -1.902 4.600 2.873  C35 1.078
44 H -3.158 2.546 3.426  C34 1.081
45 H -1.588 -0.776 3.863  C32 1.091
46 H -3.085 0.152 4.092  C32 1.090
47 H 3.700 -0.633 -1.352  C4 1.079
48 H 4.357 -1.276 -3.661  C3 1.080
49 H 2.792 -2.094 -6.045  C1 1.090
50 H 3.953 -0.774 -6.116  C1 1.088
51 H 2.289 -0.522 -6.666  C1 1.087

Properties
ΔE to the lowest compared entry with this formula, charge and spin (kcal per mole): 0.0
Highest occupied orbital energy (eV): -8.26
Charge: 0
Gap between HOMO and LUMO (hartree): 0.3200
SMILES: Cc1ccc(S(=O)(=O)N[C@@H](CO)C(=O)N[C@@H](Cc2ccc(O)cc2)C(=O)O)cc1
Molecular weight (u): 422.46
E (eV): -48209.265
LUMO energy (eV): 0.445

Table of Löwdin atomic charges, one value per atom, all in e:
1. C -0.045
2. C -0.265
3. C -0.026
4. C -0.055
5. C -0.286
6. C -0.050
7. C -0.022
8. H 0.116
9. H 0.117
10. S 0.655
11. O -0.279
12. O -0.277
13. N -0.068
14. H 0.125
15. C -0.248
16. H 0.144
17. C -0.210
18. O -0.049
19. H 0.083
20. H 0.125
21. H 0.133
22. C -0.418
23. O 0.070
24. N 0.133
25. H 0.115
26. C -0.192
27. C -0.491
28. O 0.134
29. O 0.116
30. H 0.139
31. H 0.164
32. C -0.074
33. C -0.234
34. C -0.030
35. C -0.001
36. C -0.312
37. C -0.028
38. C -0.048
39. H 0.114
40. H 0.101
41. O 0.056
42. H 0.108
43. H 0.116
44. H 0.114
45. H 0.126
46. H 0.120
47. H 0.118
48. H 0.118
49. H 0.089
50. H 0.082
51. H 0.078

***

Record 3
Here is one molecule with the formula C19H22N2O9 in a non-equilibrium geometry from OMol25. Energies are from ωB97M-V/def2-TZVPD.

Last columns: bonded neighbours and bond lengths (Å).
Atoms and positions in Å:
1 C -0.170 -4.387 0.587  C2 1.498, H50 1.089, H51 1.086, H52 1.085
2 C -1.127 -3.559 -0.215  C1 1.498, O3 1.198, O4 1.356
3 O -2.279 -3.806 -0.429  C2 1.198
4 O -0.514 -2.443 -0.680  C2 1.356, C5 1.422
5 C -1.322 -1.499 -1.371  O4 1.422, C6 1.535, C37 1.542, H49 1.096
6 C -2.024 -0.604 -0.340  C5 1.535, C7 1.537, H41 1.098, O42 1.417
7 C -0.966 0.307 0.305  C6 1.537, H8 1.095, O9 1.419, C16 1.537
8 H -0.222 -0.331 0.792  C7 1.095
9 O -1.551 1.139 1.294  C7 1.419, C10 1.354
10 C -1.769 0.553 2.496  O9 1.354, O11 1.200, C12 1.495
11 O -1.373 -0.548 2.761  C10 1.200
12 C -2.559 1.454 3.391  C10 1.495, H13 1.085, H14 1.085, H15 1.090
13 H -2.290 2.491 3.220  C12 1.085
14 H -2.410 1.172 4.428  C12 1.085
15 H -3.608 1.316 3.129  C12 1.090
16 C -0.346 1.214 -0.770  C7 1.537, N17 1.439, O36 1.410, H40 1.099
17 N 1.021 1.569 -0.494  C16 1.439, C18 1.366, C27 1.462
18 C 2.116 0.785 -0.265  N17 1.366, C19 1.397, C23 1.413
19 C 2.221 -0.589 -0.034  C18 1.397, C20 1.380, H35 1.076
20 C 3.467 -1.133 0.201  C19 1.380, C21 1.391, H34 1.079
21 C 4.609 -0.338 0.210  C20 1.391, C22 1.400, N31 1.423
22 C 4.517 1.040 -0.019  C21 1.400, C23 1.366, H30 1.079
23 C 3.284 1.579 -0.251  C18 1.413, C22 1.366, C24 1.500
24 C 2.924 3.012 -0.512  C23 1.500, H25 1.090, H26 1.091, C27 1.533
25 H 3.499 3.431 -1.337  C24 1.090
26 H 3.117 3.620 0.374  C24 1.091
27 C 1.426 2.934 -0.829  N17 1.462, C24 1.533, H28 1.093, H29 1.096
28 H 0.836 3.639 -0.237  C27 1.093
29 H 1.226 3.121 -1.890  C27 1.096
30 H 5.413 1.641 -0.010  C22 1.079
31 N 5.882 -0.929 0.446  C21 1.423, O32 1.218, O33 1.218
32 O 5.929 -2.133 0.629  N31 1.218
33 O 6.857 -0.200 0.451  N31 1.218
34 H 3.576 -2.192 0.380  C20 1.079
35 H 1.368 -1.244 -0.045  C19 1.076
36 O -0.543 0.729 -2.080  C16 1.410, C37 1.408
37 C -0.407 -0.658 -2.284  C5 1.542, O36 1.408, H38 1.091, H39 1.097
38 H -0.674 -0.801 -3.333  C37 1.091
39 H 0.630 -0.983 -2.135  C37 1.097
40 H -0.913 2.155 -0.751  C16 1.099
41 H -2.491 -1.220 0.441  C6 1.098
42 O -3.026 0.150 -0.999  C6 1.417, C43 1.345
43 C -4.109 0.512 -0.287  O42 1.345, O44 1.200, C45 1.502
44 O -4.269 0.248 0.873  C43 1.200
45 C -5.076 1.263 -1.157  C43 1.502, H46 1.085, H47 1.089, H48 1.086
46 H -4.557 1.705 -2.000  C45 1.085
47 H -5.820 0.560 -1.527  C45 1.089
48 H -5.586 2.021 -0.569  C45 1.086
49 H -2.088 -2.036 -1.943  C5 1.096
50 H -0.106 -3.957 1.586  C1 1.089
51 H 0.819 -4.365 0.138  C1 1.086
52 H -0.538 -5.405 0.663  C1 1.085

Properties
Highest occupied orbital energy (eV): -8.25
Charge: 0
Gap between HOMO and LUMO (hartree): 0.2985
SMILES: CC(=O)O[C@@H]1[C@H](OC(C)=O)[C@@H](N2CCc3cc([N+](=O)[O-])ccc32)OC[C@H]1OC(C)=O
Molecular weight (u): 422.39
E (eV): -41466.162
LUMO energy (eV): -0.122

Table of Löwdin atomic charges, one value per atom, all in e:
1. C 0.038
2. C -0.510
3. O 0.132
4. O 0.004
5. C -0.183
6. C -0.156
7. C -0.154
8. H 0.145
9. O 0.045
10. C -0.518
11. O 0.126
12. C 0.034
13. H 0.089
14. H 0.091
15. H 0.087
16. C -0.224
17. N 0.001
18. C -0.145
19. C 0.009
20. C 0.018
21. C -0.165
22. C 0.061
23. C -0.144
24. C -0.083
25. H 0.121
26. H 0.122
27. C -0.111
28. H 0.125
29. H 0.130
30. H 0.129
31. N -0.372
32. O 0.065
33. O 0.066
34. H 0.119
35. H 0.085
36. O -0.042
37. C -0.089
38. H 0.139
39. H 0.127
40. H 0.174
41. H 0.165
42. O 0.066
43. C -0.496
44. O 0.127
45. C 0.037
46. H 0.088
47. H 0.096
48. H 0.091
49. H 0.164
50. H 0.099
51. H 0.087
52. H 0.092